(1)
Molecular formula: C3H3IO2
Method: DFT, ωB97M-V with the def2-TZVPD basis set

Summary:
F_max in eV Å⁻¹: 2.637
ΔE to the lowest compared entry with this formula, charge and spin in kcal per mole: 163.1
M in g/mol: 198.0
Calculated total energy in Ha: -564.00885
2S+1: 1
Lowest unoccupied orbital energy (alpha / beta) in eV: -0.83 / -0.83
Total charge: 0

Last column: Mulliken charge in e.
CARTESIAN COORDINATES (ANGSTROEM)
C -0.860 -0.682 0.107  -0.374
C -0.820 0.464 0.452  -0.400
C 2.274 -0.921 -0.271  -0.164
O 1.423 -2.721 0.718  -0.529
O 2.193 -1.642 0.750  0.127
I 3.844 0.491 -0.199  0.101
H -0.572 -1.724 -0.016  0.435
H 1.730 -1.085 -1.304  0.430
H -0.876 1.505 0.397  0.374


(2)
Molecular formula: C4H3NO3
Method: DFT, ωB97M-V with the def2-TZVPD basis set

Summary:
F_max in eV Å⁻¹: 5.518
ΔE to the lowest compared entry with this formula, charge and spin in kcal per mole: 116.7
M in g/mol: 113.1
SMILES: O=C1C=NO/C1=C\O
Calculated total energy in Ha: -434.54135
2S+1: 1
Lowest unoccupied orbital energy in eV: -0.55
Total charge: 0

Last column: Mulliken charge in e.
CARTESIAN COORDINATES (ANGSTROEM)
C 1.523 0.576 -0.135  -0.085
C 0.304 -0.066 0.129  0.221
C -1.998 -0.507 -0.182  -0.110
C -1.065 0.718 0.188  0.595
H 2.855 -1.032 0.054  0.374
H 1.241 1.677 -0.068  0.287
H -3.144 -0.448 -0.146  0.336
N -1.277 -1.512 -0.162  -0.316
O 2.765 0.021 -0.072  -0.533
O 0.105 -1.333 0.327  -0.235
O -1.309 1.907 0.066  -0.535